Entry 1:
19
Properties=species:S:1:pos:R:3:lowdin_charge:R:1 method="wB97M-V/def2-TZVPD" charge=+1 multiplicity=1 lumo_ha=-0.1610 e_tot_ha=-381.4849 homo_ev=-13.6 e_above_lowest_ev=4.872 gap_ev=9.2
N 2.01488 0.20100 0.03052 -0.16
H -3.28760 -0.71484 1.54885 0.07
H -2.25546 1.29838 -2.68217 0.10
H 0.40191 0.17260 0.27266 0.16
H 3.30286 0.39078 -1.60348 0.13
H -2.59420 -2.26030 0.89486 0.14
C -2.75536 -1.14512 0.79645 0.02
H -3.12893 -0.98907 -0.21306 0.09
C 2.20581 0.04786 -1.36873 -0.13
C -2.16078 1.48673 -1.63633 0.16
H 1.47868 0.65615 -1.94582 0.08
N -1.52302 0.73274 -0.83337 0.12
H 4.10782 0.24609 0.81671 0.11
C -0.83876 0.12178 0.03665 -0.15
H 2.68062 0.37313 1.90252 0.05
O -1.37610 -0.73651 0.82881 -0.03
C 2.98575 0.25960 0.90883 0.05
H 2.07140 -1.02510 -1.47779 0.09
H -2.61254 2.39983 -1.38239 0.10



Entry 2:
19
Properties=species:S:1:pos:R:3:lowdin_charge:R:1 method="wB97M-V/def2-TZVPD" charge=+1 multiplicity=1 lumo_ha=-0.3084 e_tot_ha=-381.4394 homo_ev=-11.8 e_above_lowest_ev=6.110 gap_ev=3.4
C -0.75932 -0.26205 1.43472 0.20
N 4.55700 -0.32455 -0.84116 0.04
O 1.23162 0.06300 0.29039 0.15
H 3.70233 0.08984 -0.53960 -0.03
H 1.18329 0.30553 2.31173 0.15
H -1.16681 -0.01683 2.41856 0.16
C -1.42216 -0.98568 0.39646 -0.11
H -1.14257 0.87558 -1.91099 0.10
N -2.39913 1.21867 -0.30371 0.00
C -1.59330 1.58416 -1.21666 0.01
H -1.89710 -1.90528 0.75919 0.17
H -3.51252 -0.40093 0.43234 0.12
C 0.68657 0.05484 1.36597 -0.16
C -2.66531 -0.22454 -0.22241 -0.15
H 5.22775 0.09466 -1.41814 -0.01
H -0.71498 -1.28979 -0.37138 0.13
H -2.85300 -0.66492 -1.20149 0.13
H -1.39373 2.64608 -1.29489 0.09
H 4.93138 -0.85777 -0.08894 0.00



Entry 3:
19
Properties=species:S:1:pos:R:3:lowdin_charge:R:1 method="wB97M-V/def2-TZVPD" charge=+1 multiplicity=1 lumo_ha=-0.2095 e_tot_ha=-381.5015 homo_ev=-12.5 e_above_lowest_ev=4.420 gap_ev=6.8
N 2.30719 -0.16313 -0.76142 0.19
H 3.18979 0.31098 -0.84877 0.13
H -1.57611 0.51298 1.27692 0.15
H 0.34421 -0.79642 2.12730 0.10
H -0.60013 -2.04047 1.30885 0.10
H 2.13862 2.20094 0.17638 0.19
H 2.24959 -1.10194 -1.11509 0.13
H 1.13928 -1.93030 1.04067 0.09
H -1.62949 0.85136 -1.79409 0.11
H -0.17697 -0.97033 -0.90417 0.17
N 1.27830 1.65092 0.24203 -0.04
C -2.02550 1.00695 -0.79327 -0.02
H -2.15472 2.07958 -0.60092 0.13
C -0.02308 -0.39805 0.02169 -0.25
O 0.28109 2.29692 0.77066 -0.08
C -1.21972 0.43672 0.25806 0.07
C 1.24403 0.43069 -0.19596 -0.27
H -3.04947 0.62155 -0.71955 0.13
C 0.23301 -1.35361 1.20152 -0.01



Entry 4:
19
Properties=species:S:1:pos:R:3:lowdin_charge:R:1 method="wB97M-V/def2-TZVPD" charge=+1 multiplicity=1 lumo_ha="-0.1565 / -0.1565" e_tot_ha=-381.4319 homo_ev="-13.6 / -13.6" e_above_lowest_ev=6.315 gap_ev="9.4 / 9.4"
N -1.56168 0.71582 -0.87193 -0.14
H -1.13198 -1.33424 1.26682 0.17
C -0.66909 -0.22868 -0.54194 -0.24
H 3.06160 1.20768 1.27814 0.10
O -1.67710 1.71081 -1.64320 0.05
C 1.69208 -0.34698 0.24412 -0.22
C 0.70967 -0.42787 -0.97811 -0.10
H -1.80290 -2.05140 0.11553 0.24
N -1.45083 -1.04984 0.35463 0.16
H 2.32476 1.70252 -0.19977 0.03
H -2.47706 0.66099 1.14881 0.18
H 2.63196 -0.95929 0.06727 0.12
H 1.34279 -0.84492 1.16603 0.09
H 0.56809 -1.55483 -1.37389 0.17
C 2.12490 1.13245 0.63191 -0.08
H 1.05066 0.17325 -1.79906 0.13
C -2.55620 0.04715 0.16835 0.12
H 1.31371 1.57590 1.23996 0.07
H -3.49338 -0.12850 -0.27366 0.13



Entry 5:
20
Properties=species:S:1:pos:R:3:lowdin_charge:R:1 method="wB97M-V/def2-TZVPD" charge=+1 multiplicity=1 smiles="CC(=O)[C@@](C)([NH3+])C(N)=O" lumo_ha=-0.1273 e_tot_ha=-456.8351 homo_ev=-14.3 e_above_lowest_ev=1.125 gap_ev=10.8
H 1.59287 1.29450 1.25648 0.08
H 2.38306 0.53360 -0.08177 0.11
H 0.16238 -1.70007 -1.30170 0.16
H 0.52929 2.41722 -2.43828 0.20
C -1.92926 -0.62013 1.12194 0.02
N 0.47771 1.84409 -1.53049 0.22
H 1.77583 -0.42978 1.31604 0.07
H -0.51613 -2.02643 0.18081 0.13
C -0.95020 0.37768 0.66759 -0.43
C 0.17635 0.59472 -1.54537 -0.52
O -0.25052 -0.15894 -2.39149 0.09
N 0.31017 -1.57787 -0.27947 0.22
H -2.97763 -0.16788 0.76570 0.18
C 1.60124 0.40560 0.68818 0.03
C 0.31281 -0.08851 -0.11109 -0.29
H -1.99835 -0.57914 2.23975 0.13
O -0.97565 1.53180 0.93054 0.15
H 0.91138 2.18752 -0.60565 0.16
H 1.07505 -2.13663 0.20345 0.21
H -1.71038 -1.70135 0.91483 0.08



Entry 6:
21
Properties=species:S:1:pos:R:3:lowdin_charge:R:1 method="wB97M-V/def2-TZVPD" charge=+1 multiplicity=1 lumo_ha=-0.1184 e_tot_ha=-532.1056 homo_ev=-14.7 e_above_lowest_ev=0.667 gap_ev=11.5
H -0.63440 -2.04906 -0.32075 0.26
O 1.05930 -1.69865 -0.02721 0.08
C 1.02364 -0.85618 2.91488 -0.37
H -1.74558 -1.16777 0.70992 0.13
C 0.85238 -0.50578 -0.01078 -0.56
O 1.57200 -1.39022 3.73947 0.31
O 0.43688 -0.38667 2.05690 0.18
H -1.80340 1.77925 0.01797 0.10
C -0.48198 0.05354 -0.53454 -0.44
H -2.13036 -1.21481 -0.90959 0.16
H 0.39051 1.33464 -2.12339 0.11
H -0.21198 2.04479 0.07399 0.06
C -0.88954 1.30340 0.24441 -0.01
N -1.41392 -1.11605 -0.21164 0.24
H -1.11529 1.07858 1.24026 0.07
C -0.25994 0.48942 -1.96003 0.01
H 1.73700 1.45798 0.01862 0.15
H -1.24941 0.58912 -2.33669 0.09
H 0.21110 -0.39908 -2.42507 0.12
N 1.85225 0.42390 -0.12371 0.21
H 2.80075 0.22965 -0.03304 0.10